120
Properties=species:S:1:pos:R:3 method="wB97M-V/def2-TZVPD" e_lumo_ha=-0.03295 e_tot_ev=-83189.099 e_homo_ev=-9.82 e_above_lowest_kcal_mol=385.5
H 4.609 0.902 -2.213
H 3.430 1.829 -2.020
O 4.292 1.703 -1.612
H -1.023 5.263 0.374
H 0.011 5.978 -0.508
O -0.305 5.717 0.340
H -2.360 -0.057 2.524
H -1.481 1.043 2.260
O -2.079 0.793 2.895
H 6.269 -1.204 -2.164
H 5.273 -1.098 -1.085
O 5.302 -1.061 -2.073
H -0.948 -0.953 -1.477
H 0.041 -0.205 -2.320
O -0.806 -0.284 -1.945
H -2.765 -0.244 0.000
O -3.252 -0.322 0.859
H 1.156 0.060 3.188
O 0.687 -0.687 3.603
H -0.618 3.041 -4.417
H -0.919 1.705 -3.836
O -1.281 2.452 -4.216
H -3.030 3.692 3.670
H -3.369 5.062 3.397
O -3.515 4.227 2.973
H 2.649 -0.979 1.743
H 2.791 -1.907 0.516
O 3.074 -0.960 0.896
H 5.524 -0.909 1.153
H 6.640 -0.956 0.085
O 6.013 -1.559 0.490
H 3.550 -2.791 -3.987
O 3.816 -3.204 -4.841
H 2.024 5.276 -2.312
H 0.910 6.320 -2.838
O 1.367 5.901 -2.154
H 2.068 1.512 4.889
H 1.197 0.545 5.621
O 2.077 0.598 5.166
H -2.146 -4.892 -2.353
H -1.338 -5.933 -1.969
O -1.740 -5.103 -1.587
H -3.653 -4.732 1.947
H -2.675 -4.176 0.720
O -2.829 -4.106 1.651
H -1.629 -0.492 -4.988
H -0.983 0.624 -5.743
O -0.643 -0.322 -5.359
H 2.860 -4.235 -0.545
H 3.591 -3.033 -0.603
O 2.752 -3.322 -0.333
H -5.684 -2.550 0.406
O -5.451 -2.499 -0.520
H 3.858 3.806 -0.954
H 2.648 4.403 -0.216
O 3.260 4.442 -0.950
H 1.028 5.300 2.764
O 1.474 5.795 3.458
H 2.145 -4.875 -2.175
H 1.274 -4.906 -1.067
O 1.894 -5.437 -1.498
H -2.214 -3.126 3.508
H -1.273 -1.905 4.214
O -1.479 -2.471 3.451
H -5.151 -1.610 -3.723
H -5.103 -0.140 -4.185
O -4.890 -1.075 -4.416
H -1.018 -3.871 0.260
H 0.506 -3.281 0.180
O -0.509 -2.975 0.159
H 0.096 -2.459 -3.059
H 1.219 -2.018 -3.895
O 1.118 -2.579 -3.281
H -2.322 2.626 0.920
H -1.695 4.074 0.983
O -2.024 3.418 0.355
H 2.115 -0.610 -1.901
H 1.638 1.083 -1.861
O 1.750 0.131 -2.182
H -2.774 -1.498 -2.290
H -3.919 -2.584 -1.674
O -3.351 -2.249 -2.581
H -2.449 4.128 -4.493
H -3.370 4.486 -3.501
O -3.390 4.160 -4.406
H 2.369 -1.228 3.878
H 3.167 -2.509 3.661
O 3.154 -1.616 4.037
H -3.851 1.765 -3.337
O -4.274 0.878 -3.074
H -1.254 -6.515 0.601
H 0.291 -6.662 -0.016
O -0.339 -6.223 0.605
H -5.973 -3.291 -0.812
H -3.236 -1.246 1.065
H 2.410 5.514 3.553
H 0.996 -1.348 2.961
H 2.925 -2.975 -5.089
H -3.690 0.627 -2.460
O -0.403 1.615 1.111
H -0.550 0.677 0.747
H 0.532 1.686 1.262
O -0.925 0.620 5.429
H -1.664 0.290 5.771
H -1.115 0.802 4.625
O 0.156 3.131 -1.844
H 0.770 3.501 -1.355
H -0.607 3.043 -1.126
O 1.812 3.097 3.513
H 1.153 3.203 4.331
H 2.720 3.351 4.027
O 4.455 2.460 3.667
H 4.892 2.235 2.880
H 4.204 1.660 3.946
O -5.552 2.520 0.138
H -5.970 2.491 -0.686
H -4.790 1.904 0.021
O 0.848 -3.486 3.730
H -0.075 -3.251 3.740
H 0.869 -4.366 3.204